Molecular formula: C56H79CsGeN7S2Si5
Method: DFT, ωB97M-V/def2-TZVPD

Positions of all 151 atoms, in Å:
Cs -1.593 -0.780 0.472
N -5.769 -2.607 -1.072
C -4.412 -2.396 -1.100
S -3.899 -0.914 -1.815
N -3.739 -3.410 -0.589
N -2.381 -3.294 -0.544
C -1.771 -4.368 -0.183
C -2.474 -5.663 0.061
C -3.109 -6.336 -0.978
C -3.739 -7.548 -0.748
C -3.753 -8.096 0.529
C -3.129 -7.427 1.571
C -2.487 -6.218 1.336
C -0.304 -4.337 0.065
C 0.434 -5.521 0.053
C 1.783 -5.482 0.362
C 2.365 -4.268 0.686
C 1.564 -3.138 0.653
N 0.272 -3.161 0.347
H -6.341 -1.790 -1.194
H -6.086 -3.325 -0.440
H -3.117 -5.891 -1.965
H -4.230 -8.063 -1.564
H -4.251 -9.040 0.710
H -3.142 -7.843 2.571
H -1.999 -5.695 2.150
H -0.051 -6.457 -0.187
H 2.369 -6.392 0.358
H 3.410 -4.189 0.952
H 1.976 -2.164 0.897
C 0.477 -0.392 -3.353
Si -0.433 1.013 -4.204
C -1.738 1.822 -3.103
N -1.305 2.538 -1.903
C -2.318 2.540 -0.818
C -3.110 3.840 -0.755
C -2.164 4.992 -0.387
C -0.765 4.739 -0.979
C -0.879 3.895 -2.237
C 0.786 2.193 -5.019
C 0.391 3.459 -5.457
C 1.285 4.319 -6.080
C 2.600 3.925 -6.282
C 3.010 2.664 -5.873
C 2.107 1.810 -5.255
C -1.426 0.223 -5.597
C -2.430 -0.704 -5.295
C -3.172 -1.307 -6.301
C -2.921 -0.999 -7.632
C -1.928 -0.085 -7.952
C -1.190 0.520 -6.941
H 0.852 -1.002 -4.184
H -0.288 -1.016 -2.873
H -2.332 0.953 -2.798
H -2.417 2.430 -3.730
H -1.819 2.401 0.148
H -2.988 1.691 -0.970
H -3.916 3.748 -0.025
H -3.586 4.023 -1.723
H -2.093 5.077 0.700
H -2.566 5.940 -0.755
H -0.140 4.199 -0.262
H -0.259 5.681 -1.204
H 0.067 3.856 -2.780
H -1.602 4.372 -2.928
H -0.633 3.784 -5.306
H 0.955 5.299 -6.405
H 3.303 4.598 -6.756
H 4.035 2.348 -6.023
H 2.452 0.833 -4.935
H -2.654 -0.962 -4.265
H -3.949 -2.014 -6.039
H -3.500 -1.470 -8.418
H -1.727 0.160 -8.988
H -0.418 1.234 -7.207
S 1.165 1.929 1.089
C 2.069 3.240 1.523
N 3.390 3.426 1.248
C 3.795 4.786 1.571
C 2.768 5.137 2.650
N 1.636 4.327 2.221
H 3.769 2.929 0.457
H 3.697 5.446 0.702
H 4.819 4.827 1.938
H 2.521 6.197 2.667
H 3.119 4.829 3.640
H 0.824 4.203 2.808
C 0.568 -3.168 4.752
Si 0.907 -1.315 4.981
C 2.564 -0.999 4.108
C 1.290 -1.102 6.829
Si -0.790 -0.058 4.004
Si -2.653 -0.818 5.177
C -3.319 -2.402 4.371
C -4.073 0.436 5.043
C -2.516 -1.237 7.024
Si -0.417 2.013 4.991
C 1.417 2.514 4.929
C -0.902 2.296 6.804
C -1.353 3.356 4.018
H 1.420 -3.769 5.087
H 0.380 -3.401 3.699
H -0.310 -3.482 5.322
H 3.325 -1.715 4.438
H 2.933 0.008 4.315
H 2.452 -1.084 3.024
H 2.113 -1.756 7.139
H 0.416 -1.339 7.440
H 1.577 -0.072 7.055
H -3.621 -2.218 3.336
H -4.191 -2.788 4.909
H -2.558 -3.186 4.354
H -4.285 0.661 3.994
H -3.825 1.379 5.537
H -4.989 0.046 5.498
H -1.825 -2.069 7.181
H -3.490 -1.528 7.433
H -2.144 -0.384 7.596
H 1.990 1.940 5.661
H 1.546 3.576 5.171
H 1.852 2.315 3.946
H -0.340 1.621 7.455
H -1.965 2.109 6.974
H -0.686 3.325 7.113
H -1.170 3.239 2.944
H -1.084 4.373 4.330
H -2.431 3.243 4.165
Ge 1.956 -0.242 -2.077
C 3.234 -1.703 -2.352
C 3.219 -2.544 -3.462
C 4.163 -3.554 -3.608
C 5.143 -3.735 -2.644
C 5.175 -2.905 -1.532
C 4.226 -1.903 -1.390
C 2.974 1.421 -2.231
C 2.299 2.634 -2.082
C 2.960 3.843 -2.241
C 4.319 3.856 -2.533
C 5.007 2.658 -2.668
C 4.334 1.448 -2.526
H 1.455 -0.380 -0.638
H 2.458 -2.429 -4.224
H 4.128 -4.202 -4.476
H 5.877 -4.524 -2.756
H 5.934 -3.043 -0.772
H 4.257 -1.266 -0.510
H 1.243 2.622 -1.836
H 2.413 4.773 -2.137
H 4.839 4.798 -2.662
H 6.066 2.663 -2.897
H 4.879 0.519 -2.653

Its net charge is -1. The value obtained for the energy relative to the best compared isomer or geometry (same formula, charge and spin) is 0.0 kcal/mol. As for the spin multiplicity: 1.

Mulliken population analysis, charges in e, atoms 1 to 2:
1 Cs 1.544
2 N -0.446

***

Molecular formula: C20H51N8O18PSi
Method: DFT, ωB97M-V/def2-TZVPD

Positions of all 99 atoms, in Å:
C -0.337 -4.129 -0.743
C -0.570 -4.568 0.662
C -1.053 -3.624 1.913
Si -0.639 -1.753 1.721
C 1.066 -1.215 2.438
C 2.331 -2.170 2.021
C 2.737 -2.136 0.433
C 3.749 -0.898 0.013
C 3.127 0.119 -1.117
C 3.150 -0.463 -2.653
C 1.963 -1.547 -2.993
C 1.566 -1.620 -4.582
C 0.069 -0.957 -4.742
P -2.178 -0.667 2.934
O -1.827 1.034 2.567
O -1.553 -0.839 4.588
H -1.201 -4.042 -1.558
H 0.749 -3.901 -1.117
H -0.411 -5.731 0.878
H -2.238 -3.705 2.003
H -0.613 -4.110 2.896
H -0.816 -1.330 0.309
H 0.968 -1.272 3.624
H 1.305 -0.098 2.168
H 2.227 -3.296 2.338
H 3.279 -1.755 2.615
H 1.811 -2.184 -0.281
H 3.358 -3.134 0.225
H 4.825 -1.286 -0.326
H 3.943 -0.283 1.009
H 3.820 1.091 -1.123
H 2.054 0.503 -0.810
H 4.168 -0.932 -2.989
H 2.968 0.468 -3.376
H 0.998 -1.302 -2.336
H 2.343 -2.600 -2.582
H 2.347 -0.961 -5.183
H 1.554 -2.738 -4.986
H -0.746 -1.813 -4.864
H 0.115 -0.262 -5.699
H -0.206 -0.241 -3.834
H -2.670 1.377 2.148
H -1.135 -1.755 4.699
C -2.683 -0.881 7.698
N -2.201 -2.128 8.351
O -2.794 -2.498 9.371
O -1.241 -2.700 7.821
H -3.527 -0.487 8.268
H -1.854 -0.169 7.694
H -2.990 -1.138 6.682
C -2.599 2.331 -5.710
N -1.193 2.005 -6.074
O -0.300 2.490 -5.371
O -1.027 1.272 -7.055
H -2.595 2.980 -4.832
H -3.051 2.839 -6.564
H -3.109 1.390 -5.491
C 7.264 -1.774 2.808
N 6.540 -1.684 1.512
O 6.304 -0.552 1.073
O 6.229 -2.752 0.972
H 7.473 -0.764 3.167
H 6.619 -2.306 3.510
H 8.193 -2.319 2.630
C 2.755 2.866 -6.192
N 3.782 1.791 -6.256
O 3.513 0.718 -5.705
O 4.829 2.056 -6.859
H 1.891 2.496 -5.635
H 3.204 3.721 -5.683
H 2.474 3.116 -7.217
C -3.956 1.811 11.403
N -3.787 2.294 10.006
O -4.315 3.372 9.712
O -3.128 1.576 9.244
H -4.553 2.537 11.958
H -4.465 0.846 11.359
H -2.960 1.715 11.841
C -3.761 3.256 0.184
N -3.592 3.739 -1.213
O -4.120 4.817 -1.507
O -2.934 3.021 -1.975
H -4.358 3.982 0.739
H -4.270 2.291 0.140
H -2.765 3.160 0.622
C -3.397 7.929 -1.325
N -3.520 9.260 -1.979
O -3.793 9.275 -3.184
O -3.339 10.252 -1.263
H -3.580 7.152 -2.069
H -2.383 7.851 -0.927
H -4.142 7.884 -0.528
C -1.043 -5.554 -5.532
N -1.001 -5.012 -4.147
O 0.114 -4.856 -3.634
O -2.087 -4.758 -3.615
H -0.021 -5.731 -5.874
H -1.606 -6.489 -5.503
H -1.537 -4.812 -6.162

Its net charge is 0. The SMILES is C=CC[Si@H](CCCCCCCCC)P(O)O.C[N+](=O)[O-].C[N+](=O)[O-].C[N+](=O)[O-].C[N+](=O)[O-].C[N+](=O)[O-].C[N+](=O)[O-].C[N+](=O)[O-].C[N+](=O)[O-]. As for the spin multiplicity: 1. As for the calculated total energy: -3214.74217 Ha.

Mulliken population analysis, charges in e, atoms 1 to 2:
1 C -0.332
2 C -0.360

***

Molecular formula: C3H9NO
Method: DFT, ωB97M-V/def2-TZVPD

Positions of all 14 atoms, in Å:
C 1.119 -0.018 1.892
C 0.548 -0.806 0.720
N -0.694 -0.249 0.232
C -0.944 -0.063 -1.133
O -0.078 0.922 -1.771
H 1.714 -0.718 2.481
H 0.334 0.267 2.574
H 1.647 0.890 1.637
H 1.252 -0.802 -0.111
H 0.368 -1.803 1.096
H -1.213 0.355 0.847
H -1.986 0.206 -1.279
H -0.656 -0.953 -1.654
H -0.105 1.696 -1.192

Its net charge is 0. The SMILES is CCNCO. The value obtained for the energy relative to the best compared isomer or geometry (same formula, charge and spin) is 25.1 kcal/mol. As for the spin multiplicity: 1.

Mulliken population analysis, charges in e, atoms 1 to 2:
1 C -1.190
2 C -0.191

***

- Which value of spin multiplicity does entry 2 give?
  1